1.
Here is C27H56BeCl8CsNO11P2S2Si as an isolated structure from the OMol25 dataset. Energies are from ωB97M-V with the def2-TZVPD basis set.

Geometry (Å):
C 0.021 3.289 4.793
C 1.539 3.191 4.400
C 1.826 3.436 2.870
C 0.991 2.586 1.823
N 1.688 1.425 1.166
C 2.069 0.331 2.072
C 2.308 -1.009 1.271
C 3.366 -2.014 1.896
C 2.901 -2.586 3.291
Si 1.950 -4.259 3.149
C 0.319 -4.019 4.120
C -1.018 -4.253 3.353
C -1.382 -3.031 2.435
Cl -1.851 -1.685 3.605
C 1.797 -4.747 1.294
O 0.905 -5.843 0.997
C 1.627 -7.049 0.792
C 0.519 -8.196 0.587
C 2.998 -5.517 4.179
P 2.099 -7.100 4.516
O 0.716 -7.181 3.890
O 3.012 -8.401 3.950
O 1.982 -7.323 6.162
C 0.723 0.960 0.191
S -0.673 0.120 0.583
S 0.987 1.314 -1.597
C -0.722 1.820 -2.128
C -1.212 3.146 -1.399
C -2.427 2.907 -0.418
H -0.334 2.247 5.010
H -0.626 3.683 3.977
H -0.149 3.867 5.729
H 2.094 3.980 4.960
H 1.946 2.198 4.790
H 2.929 3.328 2.727
H 1.592 4.506 2.635
H 0.009 2.259 2.247
H 0.754 3.286 0.985
H 2.999 0.644 2.623
H 1.304 0.120 2.880
H 2.546 -0.827 0.200
H 1.337 -1.573 1.308
H 4.285 -1.400 2.095
H 3.659 -2.798 1.165
H 2.312 -1.847 3.891
H 3.838 -2.751 3.891
H 0.261 -2.980 4.533
H 0.303 -4.704 5.005
H -1.094 -5.236 2.831
H -1.833 -4.269 4.124
H -0.555 -2.727 1.767
H -2.306 -3.216 1.853
H 2.826 -5.066 0.955
H 1.559 -3.853 0.658
H 2.317 -7.019 -0.097
H 2.288 -7.306 1.659
H 0.970 -9.252 0.596
H -0.033 -8.094 -0.421
H -0.264 -8.039 1.445
H 3.188 -5.023 5.170
H 3.993 -5.637 3.690
H 3.761 -8.050 3.448
H 1.779 -6.470 6.571
H -1.460 1.000 -1.996
H -0.672 2.061 -3.214
H -0.327 3.546 -0.847
H -1.529 3.878 -2.172
H -2.010 2.850 0.620
H -3.142 3.766 -0.421
H -2.980 1.961 -0.631
Be 2.518 0.811 5.330
C -1.721 -4.435 -1.684
Cl -2.815 -5.010 -0.402
Cl -0.426 -5.623 -1.926
Cl -2.630 -4.239 -3.190
Cl -1.012 -2.879 -1.225
C -0.578 7.832 -6.782
O -1.677 7.938 -5.890
C -2.595 8.949 -6.274
C -3.994 8.608 -5.790
O -4.648 7.623 -6.584
C -4.170 6.286 -6.474
C -4.511 5.618 -5.152
O -3.626 6.052 -4.124
C -4.212 5.989 -2.846
H 0.015 8.753 -6.775
H 0.047 7.003 -6.450
H -0.923 7.613 -7.794
H -2.611 9.063 -7.364
H -2.265 9.891 -5.818
H -4.611 9.506 -5.888
H -3.999 8.335 -4.733
H -3.103 6.233 -6.691
H -4.681 5.735 -7.267
H -4.391 4.532 -5.254
H -5.551 5.842 -4.888
H -5.118 6.604 -2.801
H -3.496 6.384 -2.124
H -4.448 4.950 -2.588
C 5.459 -9.808 6.454
Cl 5.446 -8.039 6.450
Cl 6.630 -10.417 7.627
Cl 3.846 -10.442 6.799
H 5.755 -10.149 5.469
O -1.929 5.355 -9.906
P -1.484 6.592 -10.687
O -0.396 7.347 -9.921
O -2.688 7.516 -10.880
O -0.926 6.152 -12.042
Cs -1.073 -9.426 2.000

HOMO-LUMO gap ... 4.58 eV
Multiplicity ... 1
F_max ... 10.87 eV/Å
E_tot ... -202162.262 eV
HOMO ... -6.81 eV

=====

2.
Here is a 3-piece molecular cluster, C27H57N2O overall from the OMol25 dataset. Energies are from ωB97M-V with the def2-TZVPD basis set.

Geometry (Å):
C -1.150 -2.446 3.002
C -0.887 -1.010 2.236
C 0.373 -1.168 1.149
C -0.138 -0.928 -0.423
C 1.184 -0.879 -1.414
C 1.901 0.631 -1.454
C 3.179 0.728 -0.429
C 4.192 1.989 -0.700
C 3.489 3.472 -0.617
N 2.052 3.609 -0.163
C 1.915 3.435 1.195
O 1.955 3.631 2.542
C 4.305 4.690 0.185
C 3.512 5.977 -0.449
C 4.224 7.474 -0.248
C 3.663 8.411 -1.475
C 3.537 5.485 -2.048
N 3.682 3.969 -2.065
H -1.927 -3.036 2.344
H -1.574 -2.197 4.077
H -0.122 -3.000 3.147
H -1.880 -0.671 1.708
H -0.557 -0.211 3.057
H 1.132 -0.307 1.443
H 0.954 -2.180 1.268
H -0.836 -1.841 -0.747
H -0.798 0.040 -0.454
H 1.989 -1.618 -0.976
H 0.871 -1.123 -2.523
H 2.179 0.956 -2.564
H 1.028 1.378 -1.133
H 2.877 0.781 0.719
H 3.800 -0.277 -0.580
H 4.744 1.775 -1.714
H 5.021 1.966 0.144
H 4.452 4.590 1.341
H 5.414 4.855 -0.202
H 2.410 6.223 -0.075
H 3.787 7.914 0.771
H 5.396 7.401 -0.182
H 4.349 8.290 -2.418
H 2.555 8.100 -1.786
H 3.595 9.546 -1.141
H 2.670 5.889 -2.723
H 4.611 5.881 -2.383
H 3.209 3.412 -2.810
H 4.715 3.873 -2.306
C -4.215 -4.112 9.001
C -3.463 -4.737 7.836
C -3.144 -3.744 6.715
C -4.361 -3.119 6.024
C -5.344 -4.111 5.397
C -4.731 -4.948 4.286
H -5.197 -3.740 8.694
H -4.375 -4.856 9.788
H -3.648 -3.281 9.431
H -4.031 -5.588 7.445
H -2.518 -5.146 8.214
H -2.521 -4.248 5.968
H -2.527 -2.935 7.125
H -4.000 -2.437 5.242
H -4.905 -2.492 6.740
H -6.187 -3.546 4.981
H -5.765 -4.770 6.164
H -4.334 -4.311 3.490
H -5.490 -5.604 3.847
H -3.921 -5.583 4.658
C -0.561 -1.848 -8.540
C -0.507 -0.759 -7.480
C 0.125 -1.222 -6.165
C -0.615 -2.351 -5.440
C -2.076 -2.062 -5.089
C -2.247 -0.892 -4.131
H -1.190 -2.685 -8.227
H -0.980 -1.447 -9.469
H 0.441 -2.230 -8.759
H -1.514 -0.367 -7.304
H 0.085 0.077 -7.872
H 0.214 -0.358 -5.496
H 1.152 -1.555 -6.364
H -0.068 -2.584 -4.516
H -0.575 -3.262 -6.048
H -2.504 -2.957 -4.621
H -2.661 -1.881 -5.997
H -1.698 -1.067 -3.200
H -3.305 -0.763 -3.881
H -1.893 0.045 -4.571

HOMO-LUMO gap ... 8.17 eV
Multiplicity ... 1
Net charge ... +1
F_max ... 11.52 eV/Å
E_tot ... -33936.506 eV
HOMO ... -12.00 eV

=====

3.
Here is C27H58F3FeN5O21S4 as an isolated structure from the OMol25 dataset. Energies are from ωB97M-V with the def2-TZVPD basis set.

Geometry (Å):
Fe -2.417 0.802 -0.897
C -0.098 -1.966 -6.725
O 0.683 -1.734 -5.580
C -0.070 -1.704 -4.380
C 0.875 -1.145 -3.325
N 1.057 -2.179 -2.224
H 1.349 -1.732 -1.334
H 0.170 -2.624 -1.923
C 2.092 -3.250 -2.461
C 3.343 -2.942 -1.674
O 3.686 -1.603 -2.001
C 4.441 -0.933 -0.991
H -0.937 -1.263 -6.759
H -0.516 -2.982 -6.657
H 0.451 -1.873 -7.657
H -0.373 -2.748 -4.201
H -0.968 -1.080 -4.336
H 0.382 -0.385 -2.714
H 1.878 -0.935 -3.668
H 2.263 -3.312 -3.530
H 1.609 -4.097 -1.970
H 4.188 -3.562 -2.004
H 3.221 -3.135 -0.603
H 3.780 -0.220 -0.501
H 5.343 -0.536 -1.457
H 4.826 -1.609 -0.218
C 0.784 -6.793 0.451
O -0.201 -5.757 0.388
C -1.330 -6.033 1.195
C -2.411 -5.054 0.832
N -1.932 -3.644 1.014
H -1.065 -3.657 1.554
H -1.855 -3.203 0.035
C -2.811 -2.789 1.895
C -2.752 -3.388 3.269
O -1.446 -3.632 3.703
C -0.716 -2.480 4.082
H 0.381 -7.681 -0.046
H 1.081 -6.941 1.491
H 1.635 -6.447 -0.132
H -1.096 -5.964 2.267
H -1.703 -7.042 0.959
H -3.339 -5.166 1.390
H -2.732 -5.069 -0.210
H -3.812 -2.705 1.483
H -2.323 -1.822 1.781
H -3.236 -4.364 3.369
H -3.362 -2.768 3.941
H -1.289 -1.879 4.807
H -0.512 -1.808 3.244
H 0.157 -2.749 4.671
C 2.507 6.362 -3.025
O 1.958 5.535 -2.008
C 0.528 5.519 -1.989
C 0.098 4.295 -1.245
N 0.525 4.344 0.180
H 0.622 3.384 0.599
H 1.505 4.658 0.235
C -0.246 5.248 1.071
C 0.372 5.245 2.445
O 1.679 5.726 2.345
C 2.472 5.356 3.461
H 1.968 7.315 -3.143
H 2.456 5.809 -3.969
H 3.504 6.663 -2.704
H 0.212 5.324 -3.024
H 0.084 6.481 -1.711
H 0.435 3.395 -1.737
H -0.990 4.277 -1.187
H -1.260 4.849 1.084
H -0.175 6.207 0.564
H 0.296 4.214 2.822
H -0.304 5.840 3.074
H 2.495 4.272 3.603
H 2.031 5.822 4.352
H 3.469 5.767 3.331
S -4.086 2.646 0.358
O -2.581 2.468 0.253
O -4.483 2.621 1.760
O -4.576 3.769 -0.411
O -4.358 1.338 -0.359
S -2.719 -1.720 -1.904
O -3.324 -1.069 -0.690
O -1.797 -2.828 -1.499
O -3.697 -2.164 -2.853
O -2.000 -0.474 -2.364
S 0.109 0.797 0.095
O -1.166 0.124 0.546
O 1.075 -0.248 -0.278
O -0.499 1.404 -1.114
O 0.606 1.792 1.026
C -1.666 1.895 -4.855
F -1.623 2.436 -6.051
F -2.234 0.697 -4.976
F -0.407 1.718 -4.398
S -2.586 2.940 -3.637
O -3.842 3.156 -4.295
O -2.660 2.129 -2.435
O -1.807 4.146 -3.456
N -0.999 1.649 3.623
C -1.914 2.480 4.209
C -1.437 2.866 5.443
C -0.257 2.113 5.648
C 0.076 1.490 4.471
H -1.114 1.295 2.687
H -2.734 2.859 3.611
H -1.974 3.569 6.057
H 0.406 2.151 6.503
H 0.893 0.880 4.125
N 2.296 -1.683 1.666
C 3.317 -1.235 2.453
C 3.812 -2.332 3.125
C 2.984 -3.436 2.834
C 2.088 -3.006 1.867
H 1.715 -1.050 1.068
H 3.684 -0.226 2.402
H 4.587 -2.306 3.877
H 3.053 -4.422 3.262
H 1.227 -3.555 1.534

HOMO-LUMO gap (alpha / beta) ... 7.12 / 7.06 eV
Multiplicity ... 6
Net charge ... -1
F_max ... 3.65 eV/Å
E_tot ... -165270.092 eV
HOMO (alpha / beta) ... -5.47 / -5.41 eV